Entry 1:
# C13H22FN4O9S

A molecular structure, C13H22FN4O9S in a non-equilibrium geometry (the ωB97M-V functional and the def2-TZVPD basis, the OMol25 dataset).

Output
max |F| = 10.86 eV/A
spin multiplicity = 1
frontier orbital gap = 7.573 eV
HOMO energy = -12.2 eV
LUMO energy = -4.6 eV
energy = -51759.877 eV
net charge = +1

The geometry in XYZ format:
```
50
Properties=species:S:1:pos:R:3:nbo_charge:R:1
C 9.9774 1.9179 -2.1608 -0.16
C 8.8346 2.0534 -1.3207 0.08
N 7.6270 1.8442 -0.4088 -0.59
C 6.6117 0.9835 -0.7623 0.59
N 6.8357 0.2673 -2.0838 -0.41
C 5.5457 -0.5744 -2.0976 0.78
F 5.1919 -1.5109 -3.1920 -0.25
N 4.6918 -0.3021 -0.8452 -0.42
N 5.3186 0.6483 -0.0413 -0.38
S 4.7864 1.3699 1.4833 0.29
H 10.9032 1.5981 -2.8273 0.33
H 7.5042 2.3471 0.5210 0.46
H 3.7734 -0.7664 -0.6248 0.48
H 5.2054 0.4057 2.4497 0.19
C 2.8031 2.2912 3.0860 -0.22
O 1.4482 2.3695 2.6473 -0.50
C 0.5754 2.7807 3.6015 0.98
O 0.8571 3.0739 4.7529 -0.62
O -0.6653 2.8094 3.0526 -0.50
C -1.6937 3.2273 3.9482 -0.26
H 3.4121 1.9526 2.2433 0.12
H 3.1650 3.2760 3.3986 0.20
H 2.9045 1.5642 3.8982 0.20
H -1.5114 4.2494 4.2953 0.20
H -1.7720 2.5377 4.7949 0.20
H -2.6421 3.2129 3.4042 0.21
C -2.3755 1.9681 0.0385 -0.26
O -3.1441 0.8436 -0.3848 -0.50
C -4.0433 0.4050 0.5319 0.98
O -4.2301 0.8839 1.6395 -0.64
O -4.6989 -0.6588 0.0026 -0.50
C -5.6838 -1.2282 0.8628 -0.26
H -1.6902 2.2332 -0.7713 0.19
H -3.0248 2.8273 0.2352 0.20
H -1.7821 1.7188 0.9241 0.20
H -6.4653 -0.4968 1.0924 0.19
H -5.2226 -1.6053 1.7813 0.19
H -6.1442 -2.0702 0.3386 0.21
C -3.8813 -1.7506 -2.8243 -0.26
O -3.7084 -2.9139 -3.6312 -0.50
C -4.2694 -4.0378 -3.1180 0.98
O -4.8820 -4.1169 -2.0647 -0.64
O -4.0309 -5.0584 -3.9799 -0.50
C -4.5678 -6.3134 -3.5662 -0.26
H -3.3936 -0.9128 -3.3302 0.19
H -4.9442 -1.5133 -2.7120 0.20
H -3.4078 -1.8852 -1.8464 0.20
H -5.6580 -6.2585 -3.4834 0.20
H -4.1217 -6.6304 -2.6180 0.19
H -4.3178 -7.0559 -4.3289 0.20
```

***

Entry 2:
# C13H22I2N5PdS

A molecular structure, C13H22I2N5PdS in a non-equilibrium geometry (the ωB97M-V functional and the def2-TZVPD basis, the OMol25 dataset).

Output
max |F| = 1.03 eV/A
spin multiplicity = 1
frontier orbital gap = 6.807 eV
HOMO energy = -10.1 eV
LUMO energy = -3.3 eV
ΔE to the lowest compared entry with this formula, charge and spin = 1.745 eV
energy = -51800.271 eV
net charge = +1

The geometry in XYZ format:
```
44
Properties=species:S:1:pos:R:3:nbo_charge:R:1
Pd 0.7765 -0.9981 0.0869 0.14
S 3.1182 -1.1198 0.7437 -0.23
C 2.7637 -0.6007 -0.8723 0.25
N 2.9260 0.7265 -1.2037 -0.64
C 3.0408 1.1674 -2.5994 -0.22
C 3.6935 0.0848 -3.4389 -0.43
C 2.8525 -1.1675 -3.3189 -0.21
N 2.5924 -1.4666 -1.9037 -0.61
H 3.4779 1.2201 -0.5220 0.41
H 3.6146 2.0911 -2.6132 0.22
H 2.0462 1.3877 -2.9970 0.20
H 4.7075 -0.1029 -3.0783 0.22
H 3.7512 0.3923 -4.4826 0.24
H 3.3604 -2.0261 -3.7540 0.22
H 1.9069 -1.0354 -3.8492 0.20
H 2.5620 -2.4351 -1.6325 0.43
N 2.2036 3.6317 2.2508 -0.87
C 1.1642 2.9615 3.0377 -0.24
C 0.8637 1.6086 2.4071 -0.24
N 0.6106 1.7770 0.9449 -0.72
H 2.1740 4.6342 2.3758 0.38
H 1.2869 2.4725 0.6254 0.44
H 3.1243 3.3262 2.5416 0.38
H 0.2647 3.5797 3.0315 0.20
H 1.4475 2.8070 4.0808 0.21
H 0.0014 1.1234 2.8531 0.22
H 1.7161 0.9409 2.4952 0.24
H 0.7028 0.7894 0.4108 0.39
H -0.3249 2.1353 0.7749 0.41
N -1.3559 -0.5200 0.2003 -0.47
C -2.4738 -0.7655 0.2987 0.44
C -3.8600 -1.1231 0.4307 -0.21
C -4.5818 -0.6967 1.5459 -0.15
C -5.9153 -1.0446 1.6621 -0.20
C -6.5229 -1.8113 0.6749 -0.16
C -5.8000 -2.2389 -0.4314 -0.20
C -4.4655 -1.8966 -0.5611 -0.15
H -4.0950 -0.1115 2.3159 0.23
H -6.4810 -0.7228 2.5272 0.23
H -7.5668 -2.0803 0.7703 0.23
H -6.2741 -2.8440 -1.1939 0.23
H -3.8857 -2.2301 -1.4125 0.23
I 1.1950 -3.8110 0.5691 0.00
I -0.3424 -6.0089 0.2093 -0.06
```

***

Entry 3:
# C13H22N2O3RuSi2

A molecular structure, C13H22N2O3RuSi2 (the ωB97M-V functional and the def2-TZVPD basis, the OMol25 dataset).

Output
max |F| = 0.54 eV/A
spin multiplicity = 1
frontier orbital gap (alpha / beta) = 7.004 / 7.005 eV
HOMO energy (alpha / beta) = -8.0 / -8.0 eV
LUMO energy (alpha / beta) = -1.0 / -0.9 eV
ΔE to the lowest compared entry with this formula, charge and spin = 1.465 eV
energy = -41297.466 eV
net charge = 0

The geometry in XYZ format:
```
43
Properties=species:S:1:pos:R:3:nbo_charge:R:1
Ru -0.3470 -0.1841 0.3245 0.31
C -3.6825 0.6639 0.1046 -1.11
Si -2.1756 0.7750 -1.0188 1.24
C -1.9854 2.5428 -1.6191 -1.11
C -2.4814 -0.2529 -2.5746 -0.45
C -3.5899 -0.0950 -3.4146 -0.14
C -3.7446 -0.8744 -4.5482 -0.22
C -2.7864 -1.8312 -4.8716 -0.21
C -1.6775 -1.9917 -4.0597 -0.19
C -1.5137 -1.2032 -2.9132 -0.51
Si -0.0292 -1.3829 -1.7896 1.39
C 1.5575 -1.0568 -2.7331 -1.13
C 0.0066 -3.1454 -1.1273 -1.13
H -4.6006 0.9066 -0.4416 0.23
H -3.5943 1.3568 0.9434 0.24
H -3.7854 -0.3471 0.5019 0.24
H -2.8831 2.8316 -2.1754 0.23
H -1.1346 2.6431 -2.2972 0.23
H -1.8552 3.2353 -0.7877 0.25
H -4.3468 0.6466 -3.1778 0.20
H -4.6117 -0.7432 -5.1842 0.21
H -2.9084 -2.4446 -5.7561 0.21
H -0.9344 -2.7381 -4.3274 0.20
H 1.5880 -1.7123 -3.6098 0.24
H 2.4593 -1.2514 -2.1463 0.23
H 1.5974 -0.0254 -3.0868 0.25
H -0.0111 -3.8078 -1.9990 0.25
H -0.8644 -3.3702 -0.5107 0.26
H 0.9040 -3.3896 -0.5520 0.21
N 1.4853 -1.2620 1.1378 -0.63
N 1.0405 -1.9583 2.2788 -0.52
C -0.3339 -2.1781 2.3713 0.86
O -0.8011 -2.9967 3.1152 -0.60
O -1.0665 -1.3780 1.5933 -0.63
H 1.8245 -1.8998 0.4258 0.38
H 2.2367 -0.6350 1.3943 0.38
H 1.6042 -2.7221 2.6193 0.39
C 1.3971 1.5706 2.1594 -0.74
C 0.1978 1.5243 1.2306 0.50
O -0.6183 2.4025 1.2096 -0.52
H 1.3176 2.4501 2.7951 0.25
H 2.3030 1.6553 1.5533 0.23
H 1.4562 0.6713 2.7703 0.23
```

***

Entry 4:
# C13H22N6STc

A molecular structure, C13H22N6STc in a non-equilibrium geometry (the ωB97M-V functional and the def2-TZVPD basis, the OMol25 dataset).

Output
max |F| = 4.94 eV/A
spin multiplicity = 2
frontier orbital gap (alpha / beta) = 6.453 / 6.608 eV
HOMO energy (alpha / beta) = -13.7 / -13.6 eV
LUMO energy (alpha / beta) = -7.2 / -7.0 eV
ΔE to the lowest compared entry with this formula, charge and spin = 2.608 eV
energy = -35796.781 eV
net charge = +2

The geometry in XYZ format:
```
43
Properties=species:S:1:pos:R:3:mulliken_spin:R:1
Tc -0.1293 -0.1214 -0.3347 0.86
C 1.3308 -1.6506 2.0821 0.00
C -0.1087 -1.9407 2.5191 0.01
N -1.0163 -1.6932 1.3951 -0.01
C -2.3671 -1.2863 1.7772 -0.01
C -2.3827 0.1051 2.4024 0.01
S -1.2572 1.2723 1.5521 0.01
C 0.1874 1.2784 2.6892 0.00
C 1.4918 0.8355 2.0405 0.01
N 1.4233 -0.4216 1.2724 0.00
H 1.9701 -1.5810 2.9693 0.00
H 1.6901 -2.4767 1.4615 0.00
H -0.1711 -2.9761 2.8736 0.00
H -0.3877 -1.3059 3.3590 0.00
H -1.0774 -2.5370 0.8252 -0.01
H -2.9751 -1.2900 0.8709 0.01
H -2.8167 -1.9925 2.4861 0.00
H -3.3817 0.5340 2.3382 0.00
H -2.0921 0.0949 3.4513 0.00
H 0.2957 2.3050 3.0416 0.00
H -0.0626 0.6688 3.5526 0.00
H 1.8366 1.6200 1.3603 -0.01
H 2.2404 0.7526 2.8396 0.00
H 2.3190 -0.4798 0.7882 0.00
N 2.2440 0.7222 -3.6254 0.00
C 3.1219 -0.1812 -3.1033 0.01
C 2.5831 -0.6391 -1.9376 0.01
N 1.3827 -0.0228 -1.7269 0.00
C 1.1820 0.7975 -2.7874 0.00
C -0.0539 1.4813 -2.7750 0.01
N -0.8593 1.1836 -1.7260 0.00
C -1.9823 1.9400 -1.8723 0.01
C -1.8630 2.6991 -3.0006 0.01
N -0.6536 2.4095 -3.5572 -0.01
H 2.3809 1.2237 -4.4896 0.00
H 4.0517 -0.4281 -3.5751 0.00
H 2.9735 -1.3966 -1.2864 0.00
H -2.7998 1.8933 -1.1815 0.00
H -2.5404 3.4100 -3.4266 0.00
H -0.2995 2.8203 -4.4086 0.00
C -0.9832 -1.6177 -1.4535 0.07
H -2.0155 -1.5726 -1.7795 0.02
H -0.4300 -2.4364 -1.8984 0.02
```

***

Entry 5:
# C13H22O2Si

A single C13H22O2Si molecule in a non-equilibrium geometry (the ωB97M-V functional and the def2-TZVPD basis, the OMol25 dataset).

Output
max |F| = 2.77 eV/A
spin multiplicity = 1
frontier orbital gap = 9.729 eV
structure (SMILES) = CCO[Si](C)(CCc1ccccc1)OCC
HOMO energy = -8.9 eV
LUMO energy = 0.9 eV
ΔE to the lowest compared entry with this formula, charge and spin = 0.000 eV
energy = -25812.929 eV
net charge = 0

The geometry in XYZ format:
```
38
Properties=species:S:1:pos:R:3:nbo_charge:R:1
C 2.2458 -1.0945 1.3417 -0.67
C 3.2690 -0.7194 0.3026 -0.05
O 2.8239 0.1580 -0.6757 -0.89
Si 1.2366 0.1073 -1.2823 2.14
C 1.1962 0.7850 -3.0320 -1.17
C 0.1919 1.2109 -0.2144 -0.94
C -1.3391 1.0866 -0.3743 -0.44
C -2.0976 1.4651 0.8571 0.09
C -2.6935 0.5293 1.6570 -0.25
C -3.4022 0.8568 2.8040 -0.20
C -3.5633 2.1969 3.1141 -0.22
C -2.8666 3.1552 2.3811 -0.20
C -2.1626 2.8042 1.2513 -0.24
O 0.6288 -1.4555 -1.1148 -0.90
C 1.0146 -2.4190 -2.0529 -0.05
C 0.8324 -3.8065 -1.4922 -0.62
H 2.7029 -1.6644 2.1444 0.22
H 1.4393 -1.6959 0.8828 0.24
H 1.8277 -0.1893 1.8038 0.21
H 3.6354 -1.6048 -0.2564 0.15
H 4.1571 -0.2357 0.7469 0.18
H 0.2541 0.5489 -3.5182 0.24
H 1.4379 1.8413 -3.1502 0.25
H 1.9418 0.2133 -3.5719 0.24
H 0.4328 0.9616 0.8420 0.24
H 0.4763 2.2146 -0.4179 0.23
H -1.6089 0.0640 -0.6439 0.21
H -1.6754 1.7421 -1.2182 0.21
H -2.5092 -0.4830 1.4479 0.20
H -3.9573 0.1608 3.4010 0.21
H -4.1871 2.4883 3.9268 0.21
H -2.9229 4.1972 2.6803 0.21
H -1.6472 3.5758 0.7048 0.21
H 0.4785 -2.2540 -2.9981 0.17
H 2.0802 -2.2797 -2.2900 0.16
H 1.1440 -4.6117 -2.1558 0.22
H -0.2304 -3.9557 -1.2412 0.21
H 1.4161 -3.8938 -0.5890 0.21
```